Density functional theory data (ωB97M-V/def2-TZVPD) for a gas-phase ion, C4H9N4O (charge +1).

Summary:
total charge: +1
spin multiplicity: 3
expectation value of S²: 2.010
E_LUMO (spin up / spin down): -3.15 / -7.96 eV
HOMO level (spin up / spin down): -8.8 / -12.7 eV
ΔE to the lowest compared entry with this formula, charge and spin: 269.0 kJ/mol

Positions of all 18 atoms, in Å:
O 0.854317 -1.352266 0.083973
N -1.511328 0.573672 0.747211
N 2.485601 0.584137 -1.294684
N -0.139073 0.368502 2.477592
N 1.177209 0.353510 -1.450545
C 0.415147 -0.472486 -0.908645
C -1.075007 -0.579681 -1.296823
C -0.739335 1.154845 1.580465
C -1.993969 0.143018 -0.342143
H -1.255424 -0.219629 -2.265301
H 0.682506 0.586679 3.071235
H 2.891537 1.101024 -2.068781
H -0.348869 2.142660 1.503959
H -0.450151 -0.527160 2.741997
H -1.264095 -1.581237 -1.149369
H 2.977509 -0.249503 -1.083682
H 0.284365 -2.085336 0.092556
H -2.990939 0.059250 -0.439013

Forces on the atoms, in the same order (eV/Å):
1.2 3.7 -2.2
2.1 2.4 5.0
-2.6 -1.8 -0.8
2.6 0.5 2.7
2.9 4.9 -2.0
-2.7 -4.5 3.2
2.0 1.2 1.4
-0.7 -2.8 -2.2
1.7 0.4 -2.6
0.0 0.1 -1.5
-1.1 0.8 -0.8
-0.2 0.7 0.3
-0.1 1.2 0.1
-0.9 -1.0 -0.4
-0.6 -2.8 -0.5
1.2 -0.9 0.8
-1.6 -1.7 0.4
-3.3 -0.4 -0.8

So, what does the natural (NBO) scheme give us? The charges, in e, come out as: -0.6151, -0.4781, -0.3219, -0.7859, -0.2257, 0.6778, -0.4952, 0.3352, -0.0821, 0.2647, 0.4039, 0.4241, 0.1798, 0.4010, 0.2145, 0.3872, 0.5086, 0.2073

Density functional theory data (ωB97M-V/def2-TZVPD) for a molecular structure, C12H13CaF12N4O21S4.

Summary:
total charge: -3
spin multiplicity: 1
E_LUMO: 4.89 eV
HOMO level: 1.2 eV
ΔE to the lowest compared entry with this formula, charge and spin: 0.0 kJ/mol

Positions of all 67 atoms, in Å:
Ca 0.125415 -1.162303 1.061093
S -1.505119 -4.224169 0.338813
S 3.340575 0.478048 -0.173982
S -3.194291 -2.180906 0.022203
S 5.200936 1.186635 1.458358
F 0.476747 -4.099927 -1.381464
F -1.368050 -3.559177 -2.312131
F 5.313923 -0.393834 -1.736145
F -3.753444 -2.065532 2.586084
F 3.423745 -0.141508 -2.765552
F -0.986900 -5.645216 -1.820726
F -4.749177 -3.733470 1.612074
F -5.438749 -1.704969 1.270026
F 7.176148 1.235661 3.190185
F 5.780949 -0.385479 3.520294
F 3.757392 -1.832340 -1.415031
F 7.194168 -0.479518 1.874983
O 3.414424 1.821238 -0.696645
O 1.489070 0.942366 4.822249
O 2.539775 -0.758483 4.017424
O -1.763680 2.599126 0.253231
O -1.301852 0.610025 -3.180829
O -3.678983 -2.953183 -1.081232
O -2.671334 -5.054353 0.347640
O -1.503694 -2.816777 4.846606
O 1.953283 -2.710314 1.128212
O -0.463801 -4.619190 1.201253
O 0.310262 -3.805679 4.256549
O 1.246242 0.434613 2.732519
O 6.073927 1.678930 0.416380
O -0.547728 -0.213271 -1.232925
O -2.909614 2.302266 2.153019
O 1.987223 0.015405 -0.021992
O 0.848049 0.807927 -2.644360
O -1.533672 0.693739 1.418333
O 4.512571 2.146512 2.269923
O -0.353531 -2.052517 3.180870
O -3.324271 -0.755258 -0.101921
N -1.720447 -2.560884 0.572287
N -0.516990 -2.930123 4.081293
N 4.317333 -0.069394 0.975156
N 1.777924 0.184355 3.868111
C -2.433990 3.830754 0.416343
C -0.364272 0.353559 -2.246093
C -1.545085 2.293522 -4.891250
C -0.668769 1.175954 -4.375753
C -3.288324 3.591448 1.697896
C 3.976725 -0.541188 -1.601376
C 0.726036 1.506708 -3.857700
C -2.047486 1.730544 1.273428
C -0.819433 -4.379409 -1.409390
C 6.384518 0.324838 2.585991
C -4.332029 -2.473873 1.476480
C -3.263137 4.147127 -0.801472
H -1.219566 2.587950 -5.895350
H 0.900853 2.583119 -3.743000
H -3.210905 4.269801 2.543957
H -0.677995 0.305617 -5.039407
H -1.707095 4.621633 0.613734
H -3.340092 5.223864 -0.972043
H -4.344297 3.527454 1.409299
H -4.283313 3.755644 -0.763081
H 1.957006 -2.600046 0.173950
H -2.550495 1.890070 -5.000856
H -1.499666 3.181395 -4.264435
H 1.508476 1.180031 -4.548057
H -2.832418 3.684437 -1.692042

Forces on the atoms, in the same order (eV/Å):
2.6 -0.2 2.2
0.6 0.5 1.0
-1.2 -1.4 -0.6
0.1 1.3 0.3
0.4 -0.1 -0.2
0.1 -0.2 -0.1
-0.2 -0.2 -0.1
-0.2 0.2 -0.1
-0.1 -0.1 0.1
0.0 -0.3 0.0
0.0 0.0 -0.1
0.0 0.2 0.0
0.1 -0.3 0.1
-0.1 0.1 -0.1
0.1 0.0 0.0
-0.3 -0.1 -0.3
0.0 -0.1 0.1
0.7 0.1 0.5
0.1 0.1 0.0
0.1 0.0 -0.1
-0.1 -0.3 0.0
0.0 0.6 -0.3
-0.3 -0.3 -0.1
-0.6 0.3 -0.4
-0.3 -0.1 -0.2
-1.3 0.7 -0.4
0.8 -0.2 0.0
0.3 -0.6 -0.1
0.0 -0.2 0.0
0.3 0.2 0.3
-0.5 -0.5 0.6
0.1 0.0 -0.3
0.3 -0.1 -0.2
-0.3 0.2 0.0
0.2 -1.0 0.0
0.2 -0.1 0.1
-0.5 -0.3 0.1
0.2 0.1 0.1
-2.1 -2.6 -1.8
0.0 1.1 0.3
-0.3 2.1 -0.5
-0.5 0.3 0.0
-0.4 0.2 1.1
0.7 0.3 -0.5
0.4 -0.3 -0.6
-0.7 -0.9 1.1
-0.7 -0.6 -0.4
0.7 0.2 0.6
0.5 0.3 -0.9
0.3 1.2 0.3
0.2 0.5 0.4
-0.2 -0.3 -0.1
-0.1 0.2 -0.3
-0.4 0.1 -0.7
0.1 0.0 0.1
-0.3 -0.1 0.4
0.4 0.3 -0.2
0.3 0.4 -0.4
0.2 -0.1 -0.2
0.1 0.0 0.0
0.0 0.1 0.1
0.1 -0.1 0.3
0.6 -0.3 -0.5
-0.1 0.3 0.2
-0.2 -0.1 0.2
-0.1 -0.2 0.1
0.3 0.2 0.1

So, what does the natural (NBO) scheme give us? The charges, in e, come out as: 1.7929, 2.1983, 2.2517, 2.2253, 2.2080, -0.3018, -0.3251, -0.3386, -0.2830, -0.3471, -0.3320, -0.3157, -0.3501, -0.3410, -0.2892, -0.3034, -0.3322, -0.9480, -0.5800, -0.4591, -0.4927, -0.4993, -0.9500, -0.9435, -0.5830, -1.2867, -0.8573, -0.4741, -0.6589, -0.9735, -0.5848, -0.4790, -0.9823, -0.4562, -0.5511, -0.9188, -0.6409, -0.9632, -1.2165, 0.7321, -1.0933, 0.7272, 0.0632, 1.0016, -0.6233, 0.0644, -0.0837, 0.7048, -0.0911, 1.0121, 0.7218, 0.7215, 0.7155, -0.6309, 0.2021, 0.1779, 0.1906, 0.1830, 0.1823, 0.1985, 0.1638, 0.2082, 0.3631, 0.2280, 0.2148, 0.1941, 0.2338

For reference, calculated total energy by record: -451.6161; -5732.7518 Ha.